ORCA calculation (ωB97M-V/def2-TZVPD) on a molecular structure, C24H24N3O2S2Zn.

The geometry in ORCA input format:
```
! RIJCOSX wB97M-V def2-TZVPD def2/J DEFGRID3
* xyz -1 1
Zn -0.849 -0.184 -0.445
C -1.353 -4.721 -1.266
C -0.632 -3.419 -0.970
O -1.306 -2.408 -0.874
C 0.832 -3.415 -0.811
C 1.543 -4.618 -0.947
C 2.911 -4.699 -0.813
C 3.612 -3.515 -0.528
C 2.957 -2.321 -0.387
C 1.537 -2.204 -0.519
O 1.019 -1.042 -0.371
H -2.413 -4.496 -1.335
H -1.182 -5.457 -0.478
H -1.008 -5.159 -2.206
H 0.990 -5.523 -1.170
H 3.427 -5.643 -0.923
H 4.692 -3.544 -0.417
H 3.491 -1.405 -0.164
C -5.044 0.080 -2.315
C -3.839 0.100 -1.387
S -2.300 0.472 -2.185
C -3.968 -0.130 -0.069
C -5.306 -0.422 0.565
S -2.634 -0.098 1.100
H -4.728 0.263 -3.341
H -5.780 0.849 -2.056
H -5.562 -0.884 -2.299
H -6.132 -0.386 -0.145
H -5.514 0.295 1.365
H -5.302 -1.412 1.034
N 2.622 4.274 -3.912
C 1.933 3.334 -3.148
C 2.266 1.984 -3.192
C 1.570 1.094 -2.391
N 0.580 1.457 -1.579
C 0.260 2.749 -1.546
C 0.906 3.719 -2.289
H 3.074 3.905 -4.732
H 2.112 5.119 -4.106
H 3.058 1.626 -3.840
H 1.813 0.038 -2.388
H -0.579 3.006 -0.907
H 0.597 4.755 -2.221
N 0.259 1.055 1.373
C 0.625 1.434 2.389
C 1.057 1.857 3.708
C 1.921 2.936 3.843
C 2.324 3.332 5.110
C 1.863 2.650 6.228
C 0.999 1.574 6.086
C 0.590 1.173 4.822
H 2.270 3.454 2.960
H 2.996 4.172 5.222
H 2.179 2.960 7.217
H 0.637 1.045 6.958
H -0.090 0.343 4.689
*
```

Computed properties:
E_LUMO ... 0.0897 Ha
ΔE to the lowest compared entry with this formula, charge and spin ... 0.423 eV
Frontier orbital gap ... 5.06 eV